No. 1
10
Properties=species:S:1:pos:R:3 method="wB97M-V/def2-TZVPD" e_tot_ev=-6159.442 total_charge=+1 fmax_ev_per_a=5.77
C -0.40 0.66 -0.40
C -1.57 0.05 0.15
C 1.08 -0.64 -0.03
N -0.57 -0.74 -0.47
N 0.88 0.77 -0.06
H -1.55 0.36 1.29
H -2.55 0.19 -0.32
H 1.31 -0.95 1.06
H 1.78 -1.07 -0.82
H 1.60 1.36 -0.40

No. 2
10
Properties=species:S:1:pos:R:3 method="wB97M-V/def2-TZVPD" e_tot_ev=-6160.762 total_charge=+1 fmax_ev_per_a=5.59
C -1.90 0.06 0.01
C 0.35 0.59 -0.03
C 0.18 -0.86 0.03
N -1.09 -1.11 0.00
N -1.08 1.06 -0.04
H 0.54 0.97 0.94
H 1.08 1.11 -0.64
H 1.46 -1.56 -0.30
H -1.45 -2.02 0.27
H -1.18 2.02 0.25

No. 3
10
Properties=species:S:1:pos:R:3 method="wB97M-V/def2-TZVPD" smiles="C=CNC#[NH+]" e_tot_ev=-6162.659 total_charge=+1 fmax_ev_per_a=3.92
C -0.19 1.67 0.29
C 0.56 0.62 0.35
N 0.71 -0.43 -0.70
C -0.06 -1.47 -0.49
N -0.61 -2.30 0.13
H -0.35 2.49 1.07
H -0.74 1.93 -0.67
H 1.17 0.24 1.18
H 1.02 -0.06 -1.57
H -1.50 -2.69 0.41

No. 4
10
Properties=species:S:1:pos:R:3 method="wB97M-V/def2-TZVPD" e_tot_ev=-6156.172 total_charge=+1 fmax_ev_per_a=4.42
C -1.10 -1.09 0.80
C 0.12 -0.83 -0.04
C 0.09 0.44 0.76
N -1.05 0.02 1.46
N -0.12 0.50 -0.68
H -1.95 -1.88 0.69
H 0.90 -1.33 -0.63
H 2.01 1.51 1.58
H 0.73 0.73 -1.25
H -1.14 0.75 -0.90

No. 5
12
Properties=species:S:1:pos:R:3 method="wB97M-V/def2-TZVPD" e_tot_ev=-10263.824 total_charge=-1 fmax_ev_per_a=3.86
C -1.93 0.44 0.19
C 0.80 -0.35 -0.75
C -0.14 0.80 -0.61
N 0.92 0.64 0.39
N -1.63 -0.09 1.33
O 2.06 1.29 0.54
O -2.79 0.86 -0.59
H 0.63 -1.31 -0.42
H 1.54 -0.30 -1.41
H -0.08 1.69 -1.23
H 0.52 0.40 1.27
H -2.40 -0.67 1.73

No. 6
12
Properties=species:S:1:pos:R:3 method="wB97M-V/def2-TZVPD" e_tot_ev=-10257.929 total_charge=+1 fmax_ev_per_a=4.19
C 0.09 -0.82 1.51
C -0.36 1.08 -0.02
C -0.10 0.21 -1.31
N -0.19 0.57 1.18
N 0.34 -1.55 0.50
O -0.85 2.14 -0.28
O 0.92 0.48 -1.92
H 0.27 -0.86 2.62
H -0.95 -0.35 -1.74
H -0.44 1.26 1.90
H 0.39 -2.58 0.52
H 0.88 0.41 -2.94

No. 7
12
Properties=species:S:1:pos:R:3 method="wB97M-V/def2-TZVPD" e_tot_ev=-10256.460 total_charge=+1 fmax_ev_per_a=5.70
O -3.93 -0.16 0.24
C -2.88 0.12 -0.10
C -1.68 0.49 -0.51
N -0.69 0.99 0.41
C 0.42 0.36 0.64
N 0.78 -0.87 0.26
O -0.13 -1.78 -0.42
H -1.16 0.24 -1.34
H -0.66 1.91 0.87
H 1.12 0.80 1.17
H 1.39 -1.25 0.96
H 0.24 -2.68 -0.44

No. 8
12
Properties=species:S:1:pos:R:3 method="wB97M-V/def2-TZVPD" e_tot_ev=-10254.605 total_charge=+1 fmax_ev_per_a=2.04
C -0.50 0.79 -0.34
C -0.71 2.14 0.34
C 0.18 -0.12 0.24
N 0.12 -1.97 -1.12
N 0.97 -0.56 1.11
O -0.57 2.48 1.47
O -0.37 -2.99 -0.77
H -1.01 0.71 -1.29
H -1.02 2.83 -0.45
H 0.41 -1.80 -2.12
H 1.98 -0.59 1.03
H 0.52 -0.91 1.90

No. 9
13
Properties=species:S:1:pos:R:3 method="wB97M-V/def2-TZVPD" smiles="[O-]N1C=[N+]([O-])CCS1" e_tot_ev=-21098.182 total_charge=-1 fmax_ev_per_a=2.51
O -2.70 0.08 1.20
N -1.50 0.27 0.68
C -0.57 -0.71 1.15
N 0.66 -0.45 0.85
O 1.67 -1.12 1.32
C 0.81 0.67 -0.10
C 0.25 0.16 -1.49
S -1.53 0.30 -1.35
H -0.65 -1.48 1.95
H 1.93 0.84 -0.28
H 0.17 1.56 0.25
H 0.69 0.70 -2.38
H 0.75 -0.82 -1.81

No. 10
13
Properties=species:S:1:pos:R:3 method="wB97M-V/def2-TZVPD" smiles="[O-][N+]#S1=CN([O-])CC1" e_tot_ev=-21096.493 total_charge=-1 fmax_ev_per_a=4.45
O -3.42 -0.07 -0.76
N -2.21 -0.47 -0.56
S -1.33 -0.17 0.80
C 0.12 1.16 1.01
N 1.00 1.04 0.16
O 1.69 2.01 -0.39
C 1.04 -0.28 -0.53
C 0.13 -1.21 0.29
H 0.02 2.20 1.39
H 2.15 -0.42 -0.68
H 0.48 -0.09 -1.59
H -0.34 -1.99 -0.27
H 0.68 -1.70 1.13

No. 11
13
Properties=species:S:1:pos:R:3 method="wB97M-V/def2-TZVPD" e_tot_ev=-21088.993 total_charge=+1 fmax_ev_per_a=4.37
C -0.03 -0.39 2.07
C 0.38 -0.23 -0.29
C -0.97 -0.82 -0.31
N 0.69 0.23 1.16
N -0.01 -1.20 4.36
O 0.12 -0.28 4.99
O -0.01 -2.30 4.16
S -1.22 -1.36 1.41
H 1.12 -0.95 -0.52
H 0.33 0.61 -0.97
H -1.69 0.02 -0.22
H -1.06 -1.73 -0.99
H 1.47 0.79 1.25

No. 12
13
Properties=species:S:1:pos:R:3 method="wB97M-V/def2-TZVPD" s_squared=2.0139 e_tot_ev=-21086.963 total_charge=+1 fmax_ev_per_a=6.04 spin_multiplicity=3
C 0.70 -0.07 -0.74
C -0.96 -0.54 0.79
C -0.24 0.56 1.59
N -0.46 -0.52 -0.52
N 1.36 0.16 -2.01
O 0.61 -0.14 -2.99
O 2.36 0.82 -1.94
S 1.51 0.41 1.19
H -0.59 -1.51 1.26
H -2.03 -0.19 0.79
H -0.66 1.54 1.33
H -0.51 0.45 2.58
H -1.08 -0.97 -1.33

No. 13
12
Properties=species:S:1:pos:R:3 method="wB97M-V/def2-TZVPD" e_tot_ev=-19044.159 total_charge=+1 fmax_ev_per_a=4.93
C -3.76 0.56 0.17
C 1.40 -0.73 -0.55
C 2.35 -0.31 0.54
N 0.33 -0.03 -0.58
N -0.73 0.34 -0.34
O -3.17 1.06 1.06
S -4.55 -0.22 -0.89
H 1.77 -1.42 -1.19
H 2.50 -1.05 1.34
H 1.99 0.71 1.05
H 3.27 -0.13 0.18
H -1.39 1.24 -0.79

No. 14
12
Properties=species:S:1:pos:R:3 method="wB97M-V/def2-TZVPD" e_tot_ev=-19043.325 total_charge=+1 fmax_ev_per_a=4.95
C 1.82 -0.35 0.43
C -0.05 0.21 -1.03
C -1.18 0.17 0.06
N 1.03 -0.67 -0.55
N -0.52 0.39 1.37
O -1.23 0.48 2.31
S 2.66 -0.14 1.67
H -0.43 -0.21 -1.87
H 0.52 1.24 -1.16
H -1.85 0.94 -0.25
H -1.80 -0.63 0.17
H 1.04 -1.43 -1.15

No. 15
11
Properties=species:S:1:pos:R:3 method="wB97M-V/def2-TZVPD" e_tot_ev=-15456.776 total_charge=0 fmax_ev_per_a=3.94
C 2.68 1.30 -0.03
C 1.36 1.11 0.01
C -0.99 -1.54 -0.07
N 3.34 0.09 -0.05
N 1.03 -0.19 0.18
P 2.31 -1.18 -0.01
H 3.32 2.24 -0.22
H 0.66 1.91 -0.25
H -0.72 -1.80 0.91
H -1.63 -0.67 -0.25
H -0.43 -1.95 -0.92

No. 16
11
Properties=species:S:1:pos:R:3 method="wB97M-V/def2-TZVPD" e_tot_ev=-7657.953 total_charge=0 fmax_ev_per_a=0.65
H -0.87 0.14 -2.29
N -1.53 0.94 -2.26
N -1.05 1.86 -1.58
C 0.16 1.60 -0.97
C 0.43 0.90 0.00
N 0.70 0.16 1.05
C 0.44 -1.28 1.04
H 0.58 0.63 1.94
H -0.59 -1.50 1.32
H 1.12 -1.77 1.73
H 0.62 -1.66 0.03

No. 17
11
Properties=species:S:1:pos:R:3 method="wB97M-V/def2-TZVPD" smiles="C=C=N.N#CN" e_tot_ev=-7659.369 total_charge=0 fmax_ev_per_a=3.44
C 1.51 0.73 -0.09
C 0.33 1.05 0.40
N -0.41 1.83 1.00
H 1.79 1.06 -1.07
H 2.23 0.17 0.48
H -1.40 1.97 0.81
N -2.30 -0.47 0.42
C -1.28 -0.84 -0.02
N -0.38 -1.72 -0.44
H 0.58 -1.40 -0.36
H -0.67 -2.40 -1.12

No. 18
11
Properties=species:S:1:pos:R:3 method="wB97M-V/def2-TZVPD" e_tot_ev=-7660.097 total_charge=0 fmax_ev_per_a=1.76
C 1.63 0.07 0.02
N 0.56 -1.05 -0.22
C -0.59 -0.55 -0.12
N -0.68 0.81 0.17
C -1.91 -1.18 -0.25
N -3.03 -1.47 -0.31
H 2.16 -0.30 0.88
H 2.20 0.04 -0.90
H 1.45 1.15 0.23
H -0.92 1.44 -0.57
H -0.88 1.08 1.11

No. 19
11
Properties=species:S:1:pos:R:3 method="wB97M-V/def2-TZVPD" e_tot_ev=-7661.482 total_charge=0 fmax_ev_per_a=1.08
C 1.71 -0.17 0.00
N 0.48 -0.88 -0.27
C -0.62 -0.30 -0.05
N -0.84 1.00 0.41
C -1.85 -1.05 -0.29
N -2.86 -1.58 -0.47
H 2.45 -0.88 0.37
H 2.11 0.25 -0.93
H 1.59 0.64 0.74
H -0.35 1.73 -0.09
H -1.81 1.24 0.57

No. 20
11
Properties=species:S:1:pos:R:3 method="wB97M-V/def2-TZVPD" smiles="C[C@@H]1N=CN=N1" e_tot_ev=-7659.786 total_charge=0 fmax_ev_per_a=1.50
C -1.14 -0.54 -0.22
C 0.31 -0.64 0.54
N 0.15 0.73 0.90
C 0.83 1.33 0.00
N 1.68 0.48 -0.74
N 1.42 -0.71 -0.39
H -0.89 -0.34 -1.26
H -1.85 0.24 0.12
H -1.59 -1.50 -0.04
H 0.32 -1.44 1.29
H 0.75 2.38 -0.21